The following is a quantum chemistry calculation of C32H53AsBN6PdS3Te as an isolated structure, from OMol25.

As for the gap between HOMO and LUMO (alpha / beta): 4.591 / 4.776 eV. The value obtained for the energy is -147758.3635 eV. Its total charge is +3.

Cartesian coordinates (Å):
Pd (0.220, 0.246, -0.521)
C (5.648, 1.026, 0.249)
C (4.775, 1.450, 1.425)
C (3.834, 2.597, 1.078)
C (5.669, 1.866, 2.588)
N (3.933, 0.256, 1.870)
C (3.966, -0.282, 3.131)
C (3.081, -1.308, 3.160)
N (2.487, -1.388, 1.926)
B (1.392, -2.485, 1.722)
N (0.075, -2.121, 2.416)
C (-0.627, -3.074, 3.113)
C (-1.732, -2.480, 3.614)
N (-1.708, -1.162, 3.215)
C (-0.593, -0.961, 2.481)
S (-0.019, 0.538, 1.780)
C (-2.831, -0.186, 3.517)
C (-2.257, 1.058, 4.184)
C (-3.832, -0.833, 4.471)
C (-3.524, 0.090, 2.189)
N (1.129, -2.926, 0.219)
C (2.018, -3.749, -0.356)
C (1.502, -4.169, -1.568)
N (0.311, -3.572, -1.730)
C (0.080, -2.752, -0.646)
S (-1.233, -1.703, -0.450)
C (-0.703, -4.008, -2.798)
C (-1.776, -4.819, -2.082)
C (0.027, -4.883, -3.812)
C (-1.293, -2.795, -3.507)
C (3.015, -0.423, 1.153)
S (2.588, -0.170, -0.497)
H (6.316, 1.850, 0.005)
H (5.069, 0.791, -0.642)
H (6.263, 0.164, 0.512)
H (4.432, 3.457, 0.779)
H (3.239, 2.883, 1.947)
H (3.170, 2.346, 0.251)
H (6.274, 2.705, 2.250)
H (6.355, 1.073, 2.888)
H (5.098, 2.204, 3.453)
H (4.621, 0.075, 3.902)
H (2.846, -1.992, 3.956)
H (1.822, -3.461, 2.263)
H (-0.275, -4.085, 3.212)
H (-2.510, -2.889, 4.226)
H (-1.745, 0.796, 5.110)
H (-3.079, 1.728, 4.437)
H (-1.565, 1.600, 3.543)
H (-3.382, -1.092, 5.430)
H (-4.313, -1.711, 4.043)
H (-4.612, -0.099, 4.668)
H (-2.824, 0.499, 1.462)
H (-4.340, 0.796, 2.343)
H (-3.947, -0.831, 1.785)
H (2.931, -4.046, 0.134)
H (1.908, -4.877, -2.265)
H (-1.348, -5.691, -1.586)
H (-2.500, -5.170, -2.817)
H (-2.309, -4.216, -1.347)
H (0.382, -5.821, -3.386)
H (0.862, -4.365, -4.288)
H (-0.686, -5.145, -4.591)
H (-2.093, -2.327, -2.940)
H (-1.702, -3.127, -4.460)
H (-0.525, -2.053, -3.707)
C (-2.011, 3.010, 0.938)
As (-1.354, 2.117, -0.625)
C (-2.940, 1.429, -1.466)
C (-0.528, 3.630, -1.550)
C (-1.551, 4.466, -2.278)
C (-1.745, 5.781, -1.868)
C (-2.613, 6.611, -2.566)
C (-3.295, 6.129, -3.672)
C (-3.106, 4.817, -4.088)
C (-2.235, 3.991, -3.396)
H (-2.584, 3.843, 0.523)
H (-1.188, 3.386, 1.542)
H (-2.649, 2.370, 1.535)
H (-3.639, 2.243, -1.649)
H (-3.374, 0.716, -0.764)
H (-2.698, 0.917, -2.392)
H (0.304, 3.314, -2.177)
H (-0.100, 4.185, -0.713)
H (-1.218, 6.166, -1.003)
H (-2.750, 7.634, -2.245)
H (-3.970, 6.776, -4.214)
H (-3.635, 4.443, -4.955)
H (-2.079, 2.977, -3.749)
C (2.060, -0.894, -3.826)
Te (0.883, 0.716, -3.121)
C (-0.689, 0.492, -4.530)
H (2.542, -0.524, -4.728)
H (1.428, -1.750, -4.044)
H (2.810, -1.142, -3.081)
H (-0.398, -0.311, -5.201)
H (-0.753, 1.435, -5.066)
H (-1.629, 0.250, -4.045)